1.
21
Properties=species:S:1:pos:R:3:forces:R:3:mulliken_charge:R:1 method="wB97M-V/def2-TZVPD" total_charge=0 total_energy_ev=-31402.33701 relative_energy_kcal_mol=28.7 homo_ev=-10.54 fmax_ev_per_a=4.96
O -1.220 3.033 4.095 -0.241 -1.697 -0.086 -0.500
C -1.294 1.813 4.034 1.205 2.308 1.565 0.169
N -1.315 1.082 2.913 -1.442 -1.875 -3.368 -0.749
N -0.821 1.166 1.764 0.990 0.333 -0.024 1.373
O 0.309 1.402 1.445 0.437 0.469 0.067 -0.509
O -1.642 0.728 0.667 -1.131 -0.431 1.139 -0.381
S -1.358 0.920 -1.031 3.317 1.298 1.297 1.309
O -2.568 0.426 -1.506 -2.024 -0.593 -0.645 -0.574
O -0.906 2.276 -1.209 -0.405 -1.499 0.004 -0.613
C -0.044 -0.322 -1.365 -1.969 2.068 -0.387 0.356
C 1.168 0.233 -1.639 1.481 1.316 1.447 -0.330
C 2.258 -0.613 -1.660 -3.491 -3.219 -1.422 -0.489
C 1.945 -2.015 -1.749 0.113 1.117 2.796 -0.502
C 0.675 -2.540 -1.394 0.739 3.159 -1.764 -0.479
C -0.405 -1.635 -1.315 1.103 -0.695 0.974 -0.485
H -1.337 1.139 4.924 -0.215 0.522 -0.411 0.311
H 1.229 1.317 -1.483 0.313 -0.446 -0.454 0.416
H 3.255 -0.421 -1.672 2.528 1.357 -0.168 0.485
H 2.806 -2.655 -1.559 -0.204 -0.252 -0.760 0.303
H 0.677 -3.561 -1.286 -0.797 -2.253 0.353 0.466
H -1.413 -1.773 -0.975 -0.308 -0.986 -0.153 0.423

---

2.
20
Properties=species:S:1:pos:R:3:forces:R:3:mulliken_charge:R:1 method="wB97M-V/def2-TZVPD" total_charge=-1 total_energy_ev=-37588.41594 homo_ev="-3.55 / -3.61" fmax_ev_per_a=5.76
C -2.576 -1.884 0.482 -0.183 3.283 -4.735 -0.522
S -2.772 -0.077 0.047 -2.899 0.753 1.638 1.150
O -2.359 0.660 1.235 0.556 -0.291 -0.093 -0.652
O -4.185 0.192 -0.310 1.656 -0.804 -0.237 -0.672
C -1.709 0.342 -1.371 -0.876 -0.723 -1.071 -0.557
N -0.630 0.721 -0.972 2.177 0.852 0.543 0.209
C 0.610 0.802 -0.581 0.992 -1.212 0.311 0.474
C 1.377 1.993 -0.309 -2.985 1.702 -0.737 -0.437
C 2.672 1.958 0.081 -0.481 -0.646 0.331 -0.359
C 3.231 0.643 0.370 1.620 0.564 0.619 -0.354
N 2.577 -0.450 0.181 1.106 -0.080 0.050 -0.424
C 1.361 -0.477 -0.335 -1.465 1.060 -0.113 0.423
N 0.699 -1.603 -0.451 -1.898 0.981 -0.681 -0.441
S 1.205 -3.059 -0.147 0.794 -1.634 0.312 -0.377
H -3.052 -2.343 -0.330 -1.233 -1.216 -0.455 0.296
H -1.580 -1.982 0.346 3.457 -0.828 0.215 -0.068
H -2.922 -1.799 1.399 -1.851 -0.552 4.322 0.425
H 0.761 3.001 -0.400 1.616 -2.074 0.099 0.239
H 3.048 2.959 0.234 0.996 -0.353 0.312 0.339
H 4.243 0.404 0.831 -1.096 1.217 -0.630 0.311

---

3.
18
Properties=species:S:1:pos:R:3:forces:R:3:mulliken_charge:R:1 method="wB97M-V/def2-TZVPD" total_charge=0 total_energy_ev=-15358.57885 relative_energy_kcal_mol=134.9 homo_ev="-8.25 / -8.84" fmax_ev_per_a=3.38
C 3.485 0.852 0.155 -2.017 -2.644 -0.585 -0.729
C 2.280 1.434 0.556 0.230 -0.023 -0.194 -0.202
C 3.160 -0.433 -0.198 0.716 -0.132 0.222 -0.149
C -2.274 0.344 -0.860 -0.084 1.579 -1.782 -0.459
C -3.639 -0.421 0.714 0.148 1.043 -2.037 -0.253
C -1.621 -0.396 0.034 -0.020 -1.202 1.324 0.295
C 0.984 -1.610 -0.079 -2.728 1.157 0.326 0.503
N 1.278 0.627 0.485 -0.788 -0.654 0.776 -0.660
N -2.471 -0.868 0.983 1.996 -0.748 0.524 -0.514
N -3.611 0.375 -0.447 1.040 -1.760 2.432 -0.070
N 1.813 -0.582 0.118 1.281 1.689 -0.657 0.373
O 1.091 -2.700 -0.448 0.830 -1.793 -0.577 -0.371
H 4.379 1.305 0.070 2.884 1.338 -0.277 0.465
H 2.176 2.438 0.847 -0.466 1.022 0.354 0.452
H 3.766 -1.231 -0.663 -0.664 0.512 0.600 0.385
H -1.831 0.922 -1.688 -0.809 -0.416 0.497 0.342
H -4.501 -0.731 1.246 -0.860 0.218 0.196 0.423
H -4.463 0.675 -0.823 -0.689 0.814 -1.142 0.170

---

4.
15
Properties=species:S:1:pos:R:3:forces:R:3:mulliken_charge:R:1 method="wB97M-V/def2-TZVPD" total_charge=-1 total_energy_ev=-10887.83870 relative_energy_kcal_mol=38.9 homo_ev="-2.19 / -2.20" fmax_ev_per_a=5.55
O -3.372 -0.496 1.358 -1.149 -0.173 1.155 -0.619
N -2.622 -0.127 0.409 -1.306 -0.816 -1.391 -0.400
C -1.468 0.313 0.667 0.831 1.620 1.032 -0.666
C -0.557 0.525 -0.480 1.287 -1.292 1.593 0.492
C -0.272 -0.782 -1.140 1.413 -1.743 -2.056 -0.456
C 0.771 -1.475 -0.675 -0.300 0.022 1.522 -0.089
C 1.728 -1.145 0.231 -2.740 3.197 -3.613 -0.783
C 1.835 0.360 0.242 -0.995 -0.959 -0.417 -0.285
C 0.772 1.139 0.002 -0.513 -3.167 -0.643 -0.819
H -1.166 0.487 1.699 0.270 -0.127 0.105 0.497
H -0.882 1.188 -1.222 -1.098 1.002 -1.249 0.418
H -0.615 -1.146 -2.135 -0.171 1.092 0.610 0.260
H 2.339 -1.778 0.716 1.712 -1.912 2.161 0.509
H 2.770 0.763 0.345 2.292 1.256 0.796 0.489
H 0.738 2.172 -0.016 0.469 2.000 0.395 0.452

---

5.
16
Properties=species:S:1:pos:R:3:forces:R:3:mulliken_charge:R:1 method="wB97M-V/def2-TZVPD" total_charge=-1 total_energy_ev=-12940.24676 relative_energy_kcal_mol=22.9 homo_ev=-4.63 fmax_ev_per_a=5.22
C 0.787 -2.256 0.648 1.036 2.952 -1.242 -1.310
C 0.913 -1.022 0.147 -1.464 1.608 -0.295 0.506
C 2.307 -0.332 -0.138 -1.318 0.669 0.685 0.239
O 2.532 0.724 0.494 -0.426 0.025 0.171 -0.709
O 2.996 -0.899 -0.972 0.697 -0.802 -0.843 -0.672
C -0.554 -0.026 -0.172 3.912 -3.372 0.769 0.901
C -1.636 -0.929 -0.258 0.006 0.836 -0.191 0.078
N -2.500 -1.652 -0.454 -0.943 -0.856 0.075 -0.540
C -0.617 1.352 0.402 -1.420 -0.407 1.432 -0.509
C -0.478 1.154 -1.044 -0.029 0.816 -3.302 -0.761
H -0.116 -2.692 0.750 -3.061 -1.330 0.525 0.403
H 1.609 -2.859 0.863 1.494 -0.642 0.193 0.381
H 0.321 1.590 0.858 0.115 0.355 0.874 0.301
H -1.653 1.487 0.902 2.029 0.618 -1.013 0.241
H -1.314 1.437 -1.694 -0.184 -0.564 0.463 0.263
H 0.426 1.288 -1.707 -0.443 0.095 1.698 0.188

---

6.
17
Properties=species:S:1:pos:R:3:forces:R:3:mulliken_charge:R:1 method="wB97M-V/def2-TZVPD" total_charge=-1 total_energy_ev=-14986.92501 relative_energy_kcal_mol=44.2 homo_ev=-2.66 fmax_ev_per_a=8.75
O 3.043 1.386 0.054 1.379 0.955 0.239 -0.857
C 2.197 0.485 0.024 1.290 -0.711 0.351 0.775
C 2.414 -0.976 0.157 3.285 -0.206 0.008 -0.602
C 1.262 -1.612 -0.081 -1.241 -2.614 -0.116 -0.403
N 0.223 -0.735 -0.329 1.992 0.303 0.303 0.155
C -1.085 -0.785 0.233 -1.467 0.706 -5.909 -0.966
C -1.676 0.569 -0.292 0.470 0.174 1.042 0.345
O -2.851 0.916 0.412 -0.693 1.235 0.513 -0.572
C -0.569 1.645 -0.242 3.868 -1.915 0.064 0.154
O -0.715 2.861 -0.262 -0.054 -2.082 0.250 -0.623
C 0.870 0.537 -0.168 -7.934 3.594 -0.815 -0.301
H 3.506 -1.378 0.292 -2.435 0.489 -0.328 0.258
H 1.047 -2.703 -0.183 0.325 0.951 0.316 0.310
H -1.180 -0.841 1.207 0.033 -0.164 5.251 0.483
H -1.746 -1.589 -0.220 0.932 0.531 0.406 0.314
H -1.852 0.349 -1.336 -0.474 0.420 -0.581 0.195
H -2.888 1.869 0.731 0.724 -1.666 -0.993 0.334